Below is a cluster of 3 separate species, C6H15NO2 in total, with properties calculated with ωB97M-V/def2-TZVPD.

The calculation puts the HOMO-LUMO gap at 8.212 eV. The calculation puts the total energy at -12048.042 eV. The energy above the lowest of the compared OMol25 structures with the same formula, charge and spin comes out at 325.06 kJ/mol. Its charge is 0.

Last column: Löwdin charge in e.
Positions of all 24 atoms, in Å:
C (1.5454, -0.4551, -0.9478)  -0.2180
C (1.1441, 0.7894, -1.6673)  -0.0318
N (2.1646, -0.3289, 0.2120)  0.1356
C (-0.4376, 0.6809, 1.8012)  -0.3633
O (0.6439, 1.3209, 1.5937)  -0.1500
H (1.7980, -1.3216, -1.5511)  0.1389
H (1.7522, 0.4217, 0.8979)  0.0961
H (2.5721, -1.1535, 0.6282)  0.1115
H (-0.4328, -0.0719, 2.6140)  0.1114
H (2.0082, 1.1568, -2.2268)  0.0950
H (0.8365, 1.5479, -0.9496)  0.0723
H (0.3338, 0.5836, -2.3624)  0.0885
C (-1.5683, 0.6734, 0.9926)  -0.2419
C (-0.2697, -2.3825, 0.0602)  -0.1273
C (-1.8767, 1.8030, 0.0345)  -0.1170
O (-0.2946, -1.1428, -0.6321)  -0.2177
H (-2.4204, 0.1263, 1.3881)  0.0910
H (-0.8134, -0.4268, 0.0286)  0.0851
H (0.1692, -3.1418, -0.5893)  0.0836
H (0.3123, -2.3140, 0.9875)  0.0771
H (-1.2877, -2.6834, 0.3171)  0.0903
H (-2.7358, 2.3861, 0.3785)  0.0660
H (-1.0259, 2.4818, -0.0341)  0.0606
H (-2.1176, 1.4506, -0.9737)  0.0638

Forces on the atoms, in the same order (eV/Å):
C 0.39 0.28 0.27
C -0.25 -0.13 0.06
N -0.66 0.42 0.38
C 0.16 -0.35 -0.53
O -0.12 0.00 0.10
H -0.12 -0.04 0.10
H 0.30 -0.52 -0.62
H -0.04 0.02 -0.06
H -0.06 0.12 0.04
H 0.00 -0.05 0.05
H 0.02 0.01 0.02
H 0.03 0.02 -0.02
C -0.03 0.29 0.37
C -0.04 0.19 -0.04
C 0.04 -0.09 -0.05
O -0.14 0.33 0.26
H 0.03 -0.03 0.02
H 0.40 -0.47 -0.34
H -0.01 0.02 0.02
H 0.00 0.00 -0.02
H 0.06 -0.01 0.00
H 0.04 -0.02 -0.01
H -0.01 -0.01 -0.01
H 0.02 0.03 0.00